<one>
Here is a single C3H2N2OS2 molecule from the Open Molecules 2025 dataset. Energies are from ωB97M-V/def2-TZVPD.

XYZ file:
```
10
C3H2N2OS2 ωB97M-V/def2-TZVPD
N 2.1015 2.2145 0.2649
C 1.6860 1.1502 0.0825
C 0.9919 -0.0768 -0.0778
S 1.7616 -1.5179 -0.0985
C -0.5726 0.0252 0.0598
S -1.5620 1.3775 -0.1899
N -1.0595 -1.1687 -0.0382
O -2.4730 -1.1773 0.3185
H -0.6002 -2.1394 0.1126
H -2.7338 -0.1083 -0.0192
```


<two>
Here is a single C3H2N2OS2 molecule from the Open Molecules 2025 dataset. Energies are from ωB97M-V/def2-TZVPD.

XYZ file:
```
10
C3H2N2OS2 ωB97M-V/def2-TZVPD
N 3.7959 -1.1849 -0.0038
C 2.7990 -0.5460 -0.0566
C 1.6073 0.2850 -0.2095
S 1.7593 1.8821 -0.0477
S 0.2545 -0.7789 -0.0251
N -1.1371 0.3051 0.1907
C -2.4263 -0.2443 -0.0559
O -3.4663 0.3632 -0.1529
H -0.9268 1.2806 0.4941
H -2.2595 -1.3618 -0.1333
```


Last place for stability: <one>


<one>
Here is a 7-piece molecular cluster, C63H133N7O7 overall from the Open Molecules 2025 dataset. Energies are from ωB97M-V/def2-TZVPD.

XYZ file:
```
210
Properties=species:S:1:pos:R:3
C 14.4501 35.0566 13.6341
C 14.0544 33.6018 13.4732
C 13.0632 33.6100 12.3230
C 12.7361 32.2679 11.7446
C 14.0410 31.4894 11.3366
C 15.0763 31.3815 12.5221
N 15.2108 32.7070 13.1039
O 16.3145 32.8312 14.0161
C 14.7128 30.3396 13.5781
C 16.4725 30.9626 11.8200
C 13.2353 33.0179 14.7143
H 14.9344 35.3857 12.7147
H 15.1852 35.2829 14.4065
H 13.5724 35.7028 13.6422
H 12.1259 34.0911 12.6024
H 13.4562 34.1378 11.4541
H 12.0606 32.2930 10.8895
H 12.2604 31.6013 12.4638
H 14.3847 32.1636 10.5521
H 13.7912 30.4756 11.0236
H 15.3228 30.4063 14.4789
H 13.7032 30.4738 13.9664
H 14.8830 29.3884 13.0738
H 16.7763 31.7961 11.1867
H 17.2904 30.9766 12.5404
H 16.4014 29.9877 11.3378
H 12.5860 33.7668 15.1678
H 13.8638 32.4550 15.4044
H 12.5849 32.2131 14.3716
H 16.9137 33.3458 13.4704
C 10.6916 38.4523 18.9113
C 9.2966 37.9276 18.4134
C 8.2263 38.4224 19.4899
C 6.7386 38.5546 18.9574
C 6.8347 39.3944 17.6506
C 7.6395 38.7158 16.4961
N 9.0049 38.4489 17.0159
O 9.8254 37.9448 15.9931
C 6.9219 37.4676 16.0972
C 7.8432 39.8052 15.3584
C 9.1816 36.3930 18.5630
H 11.4961 38.1420 18.2445
H 11.0195 38.0897 19.8856
H 10.8046 39.5361 18.9358
H 8.1648 37.7978 20.3810
H 8.4940 39.3358 20.0211
H 6.1346 39.0020 19.7468
H 6.3843 37.5404 18.7728
H 7.3159 40.3480 17.8680
H 5.8428 39.5758 17.2366
H 6.7480 36.8352 16.9678
H 6.0332 37.6423 15.4907
H 7.4438 36.8740 15.3466
H 8.3424 39.4106 14.4734
H 6.8187 40.0169 15.0525
H 8.2869 40.7457 15.6851
H 9.9333 35.7603 18.0909
H 8.1590 36.0267 18.4724
H 9.5047 36.1068 19.5639
H 10.3690 38.6540 15.6420
C 17.7204 31.4135 23.9536
C 19.0322 32.2002 23.8254
C 18.6458 33.6737 23.8167
C 19.8131 34.6882 23.9900
C 20.5243 34.3287 25.2336
C 21.0185 32.8377 25.3354
N 19.9118 31.9796 24.9636
O 20.1726 30.6312 25.1510
C 22.2088 32.6599 24.4204
C 21.4312 32.6522 26.8285
C 19.6418 31.9259 22.4439
H 16.9872 31.6183 24.7337
H 17.8225 30.3299 24.0121
H 17.2287 31.5520 22.9907
H 18.2501 33.8457 22.8158
H 17.7902 33.8656 24.4643
H 19.3236 35.6491 24.1482
H 20.4712 34.7930 23.1274
H 19.8623 34.6617 26.0330
H 21.3729 35.0125 25.2557
H 23.1979 32.9593 24.7673
H 22.4171 31.6134 24.1980
H 22.2403 33.2432 23.5001
H 21.5028 31.6022 27.1121
H 22.3721 33.1664 27.0246
H 20.6833 33.1067 27.4782
H 20.4793 32.6073 22.2943
H 18.8485 31.9813 21.6984
H 20.0045 30.8985 22.4107
H 19.5431 30.3025 25.7969
C 7.4536 33.9167 23.1458
C 8.5494 35.0050 23.3310
C 7.8530 36.3768 23.0081
C 8.7044 37.6863 23.3009
C 9.4091 37.6609 24.6479
C 9.9690 36.2439 25.0754
N 9.0695 35.0752 24.7180
O 9.4618 33.8144 25.1020
C 11.3567 35.9646 24.5334
C 10.0516 36.2131 26.6076
C 9.6741 34.7597 22.2611
H 6.8179 34.0720 24.0175
H 7.9721 32.9753 23.3272
H 6.9176 34.0343 22.2040
H 7.5566 36.3492 21.9595
H 6.9419 36.4889 23.5959
H 8.1336 38.6126 23.2351
H 9.4059 37.7955 22.4738
H 8.8351 38.0809 25.4739
H 10.2385 38.3611 24.5484
H 11.8153 34.9845 24.4027
H 11.5117 36.5132 23.6043
H 12.0753 36.4589 25.1871
H 10.7753 36.9091 27.0318
H 9.0926 36.3742 27.1002
H 10.3503 35.2500 27.0215
H 9.9805 33.7153 22.3194
H 10.4240 35.5347 22.1027
H 9.2693 34.8231 21.2510
H 8.6770 33.4185 25.4880
C 15.9452 33.0662 17.7549
C 14.8916 33.2101 18.9901
C 14.6973 34.7921 19.1960
C 13.4937 35.1999 19.9530
C 12.2463 34.5765 19.3148
C 12.3023 33.0522 19.1899
N 13.5513 32.6470 18.5268
O 13.6187 31.3605 18.2726
C 12.3054 32.4081 20.6078
C 11.0390 32.6212 18.4543
C 15.5511 32.5240 20.2718
H 15.8630 33.7120 16.8806
H 15.8492 32.1015 17.2567
H 16.9891 33.1748 18.0493
H 15.5226 35.2504 19.7409
H 14.9320 35.3122 18.2673
H 13.3907 36.2703 19.7744
H 13.6583 35.0471 21.0196
H 11.9964 35.0869 18.3847
H 11.3531 34.7058 19.9261
H 12.6407 31.3711 20.5868
H 13.0811 32.9201 21.1772
H 11.3559 32.4653 21.1401
H 11.1321 32.9661 17.4245
H 10.9963 31.5344 18.3817
H 10.1189 32.9908 18.9070
H 15.3959 31.4538 20.4081
H 14.8974 32.9464 21.0350
H 16.5066 32.9874 20.5177
H 13.5605 31.4045 17.3153
C 14.4799 27.7641 21.3240
C 15.9126 27.4907 20.8285
C 16.8509 28.1133 21.9076
C 18.1896 27.4832 22.1213
C 17.9666 26.0213 22.2607
C 17.3237 25.2786 21.0968
N 16.0213 26.0012 20.8139
O 15.3078 25.3665 19.8292
C 18.3103 25.2128 19.8772
C 17.0358 23.8384 21.5281
C 16.1813 28.1171 19.3578
H 14.1805 28.8115 21.3610
H 14.3258 27.3068 22.3014
H 13.7412 27.3220 20.6553
H 17.0763 29.1082 21.5236
H 16.3228 28.3509 22.8311
H 18.6837 27.8637 23.0152
H 18.8388 27.6677 21.2654
H 17.3437 25.8678 23.1419
H 18.8899 25.4438 22.3057
H 17.9082 24.6724 19.0202
H 18.7015 26.1571 19.4987
H 19.1250 24.5135 20.0654
H 17.8879 23.3505 22.0013
H 16.2250 23.9635 22.2457
H 16.7119 23.2701 20.6561
H 15.8468 29.1534 19.4041
H 15.5819 27.6692 18.5652
H 17.1721 28.0208 18.9137
H 14.4944 25.1948 20.3093
C 18.6142 37.9350 21.2403
C 17.9231 38.8037 20.1785
C 16.3975 38.4063 20.4027
C 15.4803 39.4515 19.8387
C 15.7104 40.8265 20.5090
C 17.1857 41.2583 20.2544
N 18.1420 40.1882 20.5697
O 19.4439 40.5837 20.4092
C 17.2625 41.8276 18.8395
C 17.4910 42.4326 21.3348
C 18.3760 38.4568 18.7695
H 18.9984 37.0496 20.7338
H 17.9077 37.5607 21.9812
H 19.3668 38.4545 21.8334
H 16.2930 37.4383 19.9128
H 15.9642 38.3622 21.4019
H 14.4583 39.0752 19.8856
H 15.6000 39.4332 18.7555
H 15.4505 40.7442 21.5644
H 15.0920 41.5914 20.0393
H 16.3089 42.1749 18.4421
H 18.1208 42.4903 18.7289
H 17.5381 41.0491 18.1280
H 16.6787 43.1586 21.3004
H 17.5922 42.0352 22.3447
H 18.4330 42.8820 21.0206
H 17.8150 38.9446 17.9723
H 18.3568 37.3916 18.5391
H 19.4328 38.6921 18.6432
H 19.6454 40.2576 21.2893
```

Output
Net charge ... +1
Spin multiplicity ... 2


<two>
Here is a 7-piece molecular cluster, C63H133N7O7 overall from the Open Molecules 2025 dataset. Energies are from ωB97M-V/def2-TZVPD.

XYZ file:
```
210
Properties=species:S:1:pos:R:3
C -7.3101 5.2664 -3.5286
C -6.5471 3.9179 -3.4002
C -5.2982 3.9649 -4.2586
C -4.3809 2.7727 -3.9138
C -4.0008 2.9070 -2.4522
C -5.2621 2.8403 -1.4816
N -6.3202 3.7217 -1.9978
O -7.4482 3.9108 -1.2025
C -5.6949 1.3550 -1.1223
C -4.8208 3.5243 -0.1956
C -7.4258 2.8142 -3.9747
H -6.6629 6.0068 -3.0585
H -8.2827 5.2613 -3.0365
H -7.5048 5.5638 -4.5590
H -5.5248 3.8604 -5.3196
H -4.7355 4.8620 -4.0002
H -3.5598 2.8530 -4.6262
H -4.9576 1.8746 -4.1349
H -3.3770 3.7689 -2.2155
H -3.3858 2.0616 -2.1438
H -6.0432 0.8088 -1.9989
H -4.9193 0.6939 -0.7355
H -6.5351 1.3762 -0.4283
H -3.8947 3.1209 0.2139
H -4.6439 4.5851 -0.3731
H -5.6355 3.4653 0.5261
H -7.0879 1.7912 -3.8097
H -7.6133 3.0597 -5.0200
H -8.4218 2.8781 -3.5365
H -7.3172 4.8216 -0.9289
C -1.8587 -2.3775 5.7462
C -1.3555 -1.3679 4.6745
C -1.3097 -2.0526 3.3420
C -2.5927 -2.2411 2.5991
C -3.2230 -0.8693 2.5101
C -3.5174 -0.1544 3.8192
N -2.2648 -0.1772 4.6423
O -2.2563 0.6403 5.7564
C -3.9960 1.2680 3.5049
C -4.7148 -0.9003 4.4600
C 0.0684 -0.8840 4.9428
H -1.3662 -3.3434 5.6338
H -2.9189 -2.5881 5.6058
H -1.6540 -1.8121 6.6553
H -0.6631 -1.6038 2.5880
H -0.9038 -3.0626 3.3995
H -3.1406 -3.0885 3.0112
H -2.2659 -2.5811 1.6165
H -4.1868 -0.9885 2.0153
H -2.7571 -0.2956 1.7089
H -3.2070 1.8443 3.0217
H -4.9774 1.3761 3.0431
H -4.0050 1.8708 4.4130
H -4.7040 -0.9599 5.5483
H -5.6496 -0.4113 4.1860
H -4.8217 -1.9600 4.2279
H 0.4337 -0.1205 4.2560
H 0.7425 -1.7397 4.9045
H 0.0839 -0.4404 5.9384
H -1.5961 1.3006 5.5337
C -0.5884 0.9693 -2.5095
C 0.8813 0.6228 -2.1004
C 1.9065 1.6361 -2.7308
C 1.7190 3.0317 -2.0878
C 1.9247 2.8942 -0.4989
C 0.9115 1.8665 0.0690
N 1.0204 0.5095 -0.6600
O 0.1737 -0.5077 -0.1314
C 1.3567 1.5281 1.5321
C -0.5096 2.4733 0.1285
C 1.2590 -0.6926 -2.8140
H -0.7865 2.0200 -2.7214
H -1.4040 0.5406 -1.9271
H -0.9098 0.4691 -3.4231
H 2.9189 1.3083 -2.4946
H 1.8437 1.6559 -3.8188
H 0.7272 3.4599 -2.2328
H 2.4002 3.7530 -2.5394
H 1.8946 3.8827 -0.0404
H 2.9395 2.5100 -0.3960
H 2.3932 1.1909 1.5395
H 1.3260 2.3858 2.2040
H 0.7788 0.6653 1.8632
H -0.5261 3.3355 0.7952
H -0.8044 2.7516 -0.8834
H -1.3045 1.7481 0.3026
H 2.2942 -0.9775 -2.6260
H 1.1047 -0.5406 -3.8823
H 0.5562 -1.4325 -2.4310
H 0.7674 -1.2063 0.1532
C 1.0450 6.1282 1.9959
C -0.0912 6.2195 3.0047
C -0.2988 4.9007 3.7960
C 0.6725 4.7236 4.9797
C 0.7457 6.0366 5.8631
C 1.1113 7.3000 5.0905
N 0.1469 7.4295 3.9374
O 0.1258 8.6064 3.2453
C 0.9217 8.5394 5.9980
C 2.6565 7.2918 4.5897
C -1.3990 6.4621 2.2877
H 0.5547 5.8925 1.0513
H 1.8354 5.4101 2.2148
H 1.5539 7.0732 1.8060
H -1.3388 4.8493 4.1182
H -0.3190 4.0594 3.1033
H 1.6357 4.5452 4.5017
H 0.4289 3.8095 5.5211
H 1.5096 6.0323 6.6406
H -0.2402 6.1916 6.3013
H 1.0417 8.3658 7.0674
H 1.5665 9.3653 5.6977
H -0.1037 8.9084 6.0198
H 3.3345 7.5860 5.3909
H 3.0375 6.2840 4.4241
H 2.8888 7.9734 3.7715
H -1.5872 7.4476 1.8617
H -2.3251 6.4386 2.8619
H -1.6892 5.6551 1.6149
H -0.6599 9.0624 3.5558
C -1.0241 -5.3958 -2.7942
C -1.4327 -3.9837 -3.3639
C -2.4314 -4.2443 -4.4666
C -3.7960 -4.2614 -3.9310
C -4.1519 -3.0433 -3.0930
C -3.2271 -2.8269 -1.9342
N -1.8309 -2.9736 -2.3467
O -0.9680 -2.8713 -1.2243
C -3.4733 -1.3851 -1.4775
C -3.6005 -3.8376 -0.7911
C -0.1904 -3.3019 -4.1558
H -0.8477 -6.1906 -3.5189
H -1.7998 -5.8113 -2.1509
H -0.0839 -5.2554 -2.2609
H -2.3807 -3.5842 -5.3325
H -2.2948 -5.2573 -4.8451
H -3.8415 -5.1097 -3.2480
H -4.4695 -4.3672 -4.7815
H -5.1485 -3.3238 -2.7523
H -4.1909 -2.1689 -3.7426
H -3.1291 -0.6614 -2.2162
H -4.5532 -1.2501 -1.5386
H -3.0571 -1.1211 -0.5053
H -4.6089 -3.7365 -0.3899
H -3.4714 -4.8801 -1.0822
H -2.8840 -3.7535 0.0260
H -0.4747 -2.3387 -4.5795
H 0.1273 -3.9722 -4.9545
H 0.6613 -3.2298 -3.4795
H -0.7511 -1.9362 -1.2344
C 2.1029 -4.6357 4.4202
C 3.0073 -4.9715 3.2221
C 2.4631 -5.2068 1.8664
C 2.0262 -3.9930 1.1114
C 3.1445 -3.0121 1.0192
C 3.8504 -2.7000 2.3363
N 4.0505 -3.9187 3.1116
O 4.8182 -3.7678 4.2946
C 5.1372 -2.0895 2.0063
C 3.0716 -1.6315 3.1864
C 3.5795 -6.3256 3.6041
H 2.6333 -4.4318 5.3504
H 1.4256 -5.4854 4.5059
H 1.5690 -3.7110 4.2014
H 3.1310 -5.8030 1.2448
H 1.4932 -5.6894 1.9866
H 1.1187 -3.6649 1.6182
H 1.7411 -4.1559 0.0721
H 2.6188 -2.1357 0.6404
H 3.8288 -3.3426 0.2378
H 5.7339 -1.7635 2.8582
H 5.7385 -2.7329 1.3639
H 5.0558 -1.1301 1.4955
H 2.0780 -1.9844 3.4628
H 3.6012 -1.4287 4.1172
H 2.9129 -0.7310 2.5930
H 2.8034 -7.0776 3.4618
H 3.9728 -6.4107 4.6171
H 4.3936 -6.6770 2.9702
H 5.7284 -3.9532 4.0522
C 8.2012 -3.1156 -2.9804
C 7.0243 -2.5633 -3.7393
C 7.5238 -2.2385 -5.1854
C 6.3994 -2.1592 -6.2473
C 5.5901 -3.4048 -6.3346
C 4.9845 -3.7363 -4.8475
N 5.9360 -3.6377 -3.7517
O 5.5539 -4.0789 -2.4685
C 3.7784 -2.8138 -4.5433
C 4.6011 -5.2342 -4.9552
C 6.5840 -1.3024 -3.0440
H 9.0830 -2.5430 -3.2678
H 8.4245 -4.1597 -3.1997
H 8.0533 -3.0787 -1.9011
H 8.1424 -1.3414 -5.1611
H 8.1786 -3.0329 -5.5433
H 6.8148 -1.9937 -7.2413
H 5.6964 -1.3493 -6.0524
H 6.2009 -4.2645 -6.6104
H 4.8575 -3.3364 -7.1388
H 3.2019 -3.0600 -3.6516
H 3.9422 -1.7475 -4.3875
H 2.9891 -2.8758 -5.2925
H 3.7453 -5.2535 -5.6301
H 5.3393 -5.9256 -5.3617
H 4.2835 -5.7841 -4.0693
H 6.1772 -1.5429 -2.0617
H 5.8542 -0.7167 -3.6030
H 7.3998 -0.6388 -2.7574
H 6.0986 -4.8641 -2.3767
```

Output
Net charge ... +1
Spin multiplicity ... 2


Last place for stability: <one>


<one>
Here is a single C3HF3S molecule from the Open Molecules 2025 dataset. Energies are from ωB97M-V/def2-TZVPD.

XYZ file:
```
8
C3HF3S ωB97M-V/def2-TZVPD
F -1.1777 -2.2737 0.9675
C -1.0268 -1.4313 0.0417
F -1.5133 -2.0061 -1.0608
F -1.8808 -0.3455 0.1964
C 0.4353 -1.0404 -0.4624
C 1.6286 -0.9811 0.0286
S 3.2074 -0.7069 0.1407
H 0.5125 -0.7079 -1.4664
```


<two>
Here is a 2-piece molecular cluster, C3HF3S overall from the Open Molecules 2025 dataset. Energies are from ωB97M-V/def2-TZVPD.

XYZ file:
```
8
C3HF3S ωB97M-V/def2-TZVPD
C -1.5682 0.4563 -0.2181
C -1.9673 -0.8094 -0.1592
C -0.0854 1.8853 -0.5698
F -0.6876 3.0025 -0.0462
F 0.9222 1.4239 0.1558
F 0.3233 2.0114 -1.7713
S -2.2979 -2.2979 -0.4474
H -2.2507 1.3070 0.1769
```


Last place for stability: <two>